{"formula": "C42H84BN10O26", "method": "wB97M-V/def2-TZVPD", "symbols": ["C", "C", "C", "C", "C", "C", "N", "O", "C", "C", "C", "H", "H", "H", "H", "H", "H", "H", "H", "H", "H", "H", "H", "H", "H", "H", "H", "H", "H", "C", "C", "C", "C", "C", "C", "N", "O", "C", "C", "C", "H", "H", "H", "H", "H", "H", "H", "H", "H", "H", "H", "H", "H", "H", "H", "H", "H", "H", "O", "C", "O", "B", "O", "C", "O", "O", "C", "O", "C", "O", "O", "C", "C", "O", "C", "O", "O", "C", "H", "H", "H", "H", "H", "H", "H", "H", "C", "C", "O", "C", "O", "O", "C", "H", "H", "H", "H", "H", "H", "H", "H", "C", "C", "O", "C", "O", "O", "C", "H", "H", "H", "H", "H", "H", "H", "H", "C", "C", "O", "C", "O", "O", "C", "H", "H", "H", "H", "H", "H", "H", "H", "C", "O", "N", "N", "H", "H", "H", "H", "C", "O", "N", "N", "H", "H", "H", "H", "C", "O", "N", "N", "H", "H", "H", "H", "C", "O", "N", "N", "H", "H", "H", "H"], "xyz": [[-5.556796, 15.744098, -7.897611], [-5.511622, 16.997966, -7.010489], [-6.817242, 17.002815, -6.104241], [-6.869669, 15.930884, -5.025749], [-5.680599, 15.945145, -4.087038], [-4.321220, 16.067126, -4.783167], [-4.306168, 16.935009, -6.107797], [-3.059863, 17.233721, -6.661490], [-3.735957, 14.718248, -5.114892], [-3.365632, 16.694249, -3.732554], [-5.541488, 18.338575, -7.855615], [-4.916525, 15.664589, -8.776145], [-6.584693, 15.687323, -8.255823], [-5.558042, 14.847356, -7.277975], [-7.797574, 17.006756, -6.580719], [-6.876148, 17.909961, -5.502817], [-6.821120, 14.973362, -5.544311], [-7.749067, 15.991873, -4.384626], [-5.678638, 15.022658, -3.506430], [-5.885186, 16.803806, -3.447553], [-2.727701, 14.659296, -5.524820], [-4.383964, 14.330251, -5.900800], [-3.706445, 13.960153, -4.332244], [-2.525770, 17.137882, -4.267257], [-3.105811, 15.959814, -2.970185], [-3.713614, 17.619607, -3.273509], [-5.685646, 19.199529, -7.202869], [-6.473927, 18.430381, -8.412595], [-4.793967, 18.343391, -8.648894], [2.781419, 23.028752, -2.103966], [1.932124, 24.092228, -1.448673], [2.817012, 25.305223, -0.979791], [1.958610, 26.515739, -0.638472], [1.130994, 26.987834, -1.790471], [0.234436, 25.974253, -2.541786], [1.063932, 24.601835, -2.543230], [0.510510, 23.666866, -3.421140], [-0.036946, 26.566536, -3.916947], [-1.105271, 25.789335, -1.785499], [1.111071, 23.569422, -0.291980], [2.379733, 22.094608, -2.496546], [3.444834, 22.711190, -1.299520], [3.351961, 23.404026, -2.953530], [3.661648, 25.518571, -1.634914], [3.358409, 24.859250, -0.145468], [2.551227, 27.319388, -0.201374], [1.264060, 26.273238, 0.165822], [1.836032, 27.345134, -2.541048], [0.655173, 27.895185, -1.418436], [0.761775, 26.605339, -4.657648], [-0.303943, 27.607295, -3.733543], [-0.898245, 26.053808, -4.345179], [-1.127111, 25.398214, -0.768328], [-1.667290, 25.000941, -2.286161], [-1.558349, 26.771347, -1.921425], [1.759167, 23.066842, 0.425986], [0.425562, 22.751881, -0.515142], [0.467220, 24.292506, 0.208743], [-4.000063, 22.126721, -2.999942], [-3.266798, 21.565048, -3.806119], [-1.990892, 21.891341, -3.901872], [-1.343313, 21.009696, -4.886758], [-2.447458, 20.241254, -5.478109], [-3.604866, 20.402082, -4.813443], [-4.647089, 19.703626, -4.919026], [-0.335136, 20.126537, -4.300184], [0.789212, 20.310129, -4.861873], [1.871656, 19.899933, -4.462267], [0.527954, 21.243345, -6.080973], [-0.660886, 21.727250, -5.952731], [1.373922, 21.506069, -6.901621], [-3.402307, 21.908169, 0.287896], [-2.694844, 20.589258, 0.004926], [-1.483884, 20.767755, -0.679401], [-0.487010, 19.860386, -0.554954], [-0.461887, 18.854003, 0.202831], [0.479177, 20.150387, -1.473274], [1.762887, 19.536149, -1.352755], [-4.343958, 21.821926, 0.830071], [-3.705364, 22.428852, -0.620481], [-2.830856, 22.642423, 0.855704], [-3.399786, 20.080063, -0.652246], [-2.553716, 20.031227, 0.930554], [2.257504, 19.595035, -2.322292], [1.607555, 18.532195, -0.957720], [2.407463, 20.056171, -0.644090], [3.153550, 22.780541, -9.716394], [2.849192, 21.454719, -10.440794], [3.955241, 20.547226, -10.309139], [3.994488, 19.349336, -10.963781], [4.974183, 18.714680, -11.106113], [2.757242, 19.042593, -11.479121], [2.554427, 17.712260, -12.100725], [2.424948, 23.126494, -8.983206], [3.425146, 23.680637, -10.267889], [4.019139, 22.508008, -9.112588], [2.591051, 21.621207, -11.486613], [2.027223, 21.076280, -9.833132], [2.373649, 17.034838, -11.266149], [3.388167, 17.377510, -12.717912], [1.566731, 17.599338, -12.547730], [2.171289, 17.761661, -7.948359], [3.273765, 18.702056, -7.405897], [4.419558, 18.332147, -8.092161], [5.672354, 18.698443, -7.832233], [6.046373, 19.453078, -6.935040], [6.473514, 17.967855, -8.648247], [7.891762, 18.048928, -8.558976], [2.550120, 16.740482, -7.906198], [1.944709, 17.978958, -8.992166], [1.363988, 17.887844, -7.226943], [3.451822, 18.463398, -6.357356], [3.032164, 19.757437, -7.532062], [8.385969, 17.485556, -9.350486], [8.279663, 17.762540, -7.581425], [8.276770, 19.038497, -8.805188], [-4.619094, 23.649713, -6.680550], [-3.763422, 24.624100, -5.789709], [-4.441489, 24.748909, -4.586269], [-4.281156, 25.822332, -3.716479], [-3.375299, 26.633897, -3.753069], [-5.191944, 25.729219, -2.713450], [-6.207977, 24.714257, -2.688645], [-4.103635, 22.916463, -7.300836], [-5.062667, 24.339951, -7.398117], [-5.428692, 23.097189, -6.203704], [-3.542177, 25.492584, -6.410116], [-2.797365, 24.132551, -5.674748], [-6.911374, 25.019407, -1.913905], [-5.749345, 23.765707, -2.409356], [-6.803460, 24.625323, -3.597264], [4.736609, 22.962089, -6.059263], [4.055047, 23.943832, -6.341922], [5.991868, 23.060974, -6.100902], [4.241816, 21.785989, -5.709293], [6.441697, 23.956393, -6.227288], [6.613851, 22.355674, -5.732402], [4.960804, 21.113571, -5.483461], [3.291244, 21.504696, -5.902642], [0.322204, 25.385588, -7.286602], [-0.428468, 26.351560, -7.370243], [1.511554, 25.206433, -6.736951], [-0.028516, 24.180586, -7.627042], [2.114726, 24.396787, -6.709255], [2.024808, 26.031811, -6.462304], [-0.966110, 23.983805, -7.946868], [0.599728, 23.447780, -7.329739], [1.611261, 15.994893, -3.441852], [0.601961, 15.328311, -3.483341], [1.634210, 17.182420, -3.885552], [2.752675, 15.550177, -2.952585], [2.548055, 17.612360, -3.897582], [0.755132, 17.595015, -4.163185], [2.914220, 14.593353, -3.232709], [3.500486, 16.216827, -3.080910], [-6.184406, 19.403097, -1.447983], [-5.208459, 18.705365, -1.255121], [-6.247906, 20.636073, -1.837730], [-7.376959, 19.137307, -1.033004], [-7.095956, 21.183981, -1.864290], [-5.301555, 20.920022, -2.047231], [-7.512501, 18.208789, -0.659380], [-8.115218, 19.757388, -1.333967]], "atomic_forces_ev_per_a": [[-0.804, -0.655, 0.274], [-1.891, 1.919, -0.308], [0.378, 0.566, 1.876], [0.757, -1.447, -0.756], [-0.806, 0.976, -1.035], [1.346, 1.337, 2.299], [7.152, -0.048, -3.095], [-8.576, -1.756, 3.844], [-0.148, -1.400, -2.110], [0.394, 1.680, -0.996], [-0.549, -0.955, 0.193], [0.398, 0.272, 0.465], [-0.081, 0.482, -0.271], [0.631, -0.033, -0.223], [0.550, -0.174, -1.064], [0.547, 0.653, -0.369], [-0.671, -0.398, 0.106], [-0.269, -0.024, -0.504], [0.202, 0.200, 0.134], [0.717, -0.024, 0.367], [0.079, 0.834, 0.023], [0.149, -0.632, 0.045], [-0.491, 0.655, 0.532], [0.720, -0.920, 0.093], [0.155, 0.116, -0.285], [-0.937, -0.363, 0.322], [1.195, 0.037, 0.110], [-0.338, -0.918, -0.030], [0.449, 0.455, 0.610], [1.178, -0.720, 0.432], [-0.669, 1.127, -1.692], [-0.172, -1.368, 0.383], [0.084, -0.943, 1.002], [1.062, 0.520, -0.807], [1.664, -1.095, 2.170], [-3.556, -0.870, -3.658], [1.908, 2.997, 3.026], [-0.575, -0.564, -0.054], [0.320, -0.588, -1.088], [-0.545, -1.044, 0.701], [-0.977, 0.348, 0.316], [0.608, -0.077, -0.093], [0.139, 0.395, 0.213], [-0.466, 0.187, -0.754], [-0.155, 0.388, 0.684], [0.190, 0.148, -0.331], [0.022, -0.330, 0.248], [0.155, 0.164, -0.235], [-0.832, -0.131, -0.420], [0.208, -0.454, 0.453], [-0.291, 0.031, -0.022], [0.112, 0.186, -0.266], [0.716, 0.691, 0.272], [-0.264, 0.304, -0.509], [-0.611, -0.303, 0.452], [0.327, 0.450, 0.336], [-0.047, 0.056, -0.910], [0.464, 0.249, 0.030], [0.465, -1.413, -1.550], [-0.669, 1.630, 1.955], [-0.410, -0.954, -0.752], [-0.681, 0.604, 0.285], [-2.125, -1.043, 0.186], [-0.763, -1.627, -0.203], [3.369, 2.365, 0.166], [-1.904, -0.611, 1.190], [2.875, 0.206, -0.169], [-1.260, 0.503, -1.231], [2.040, -0.156, 0.524], [-0.588, 0.246, -0.475], [-0.428, 0.118, -0.145], [0.178, 1.152, -0.110], [-1.804, -0.011, 0.735], [2.065, -0.184, -0.526], [0.307, -2.715, 1.013], [-0.223, 3.463, -2.143], [-1.113, 0.749, 0.869], [-0.042, -0.458, 0.681], [0.071, -0.728, 0.179], [0.322, -0.146, -0.286], [0.377, -0.179, 0.092], [0.312, -0.681, 0.086], [0.128, -0.153, -0.173], [-0.461, -0.246, 0.102], [0.269, -0.174, -0.368], [-0.260, 0.326, 0.204], [1.275, -0.227, 0.579], [-1.096, 1.068, 0.735], [0.647, -0.765, -0.534], [-2.230, 1.479, -0.427], [1.078, -0.780, 0.011], [-0.131, -0.648, -0.544], [0.035, 0.155, 1.784], [-0.407, -0.494, -0.255], [0.063, -0.410, -0.579], [0.232, 0.383, 0.235], [-0.086, -0.371, 0.095], [-0.294, -0.541, -0.648], [0.855, -0.302, 0.210], [-0.165, 0.296, 0.066], [0.253, 1.179, -0.706], [0.987, 0.706, 0.766], [-0.830, -0.481, 0.601], [2.091, -0.504, -1.912], [0.866, 0.189, 1.480], [-0.550, -1.019, -1.518], [-0.544, 0.166, 0.126], [0.659, 1.010, -0.013], [-0.099, -0.031, 0.146], [-0.371, 0.224, 0.194], [-0.523, -0.202, -0.524], [-0.269, 0.359, 0.258], [0.063, -0.017, 0.023], [-0.785, -0.727, 0.117], [-0.224, -0.090, -0.003], [-0.442, 0.459, 0.441], [-0.277, 1.156, -0.584], [0.947, -2.332, -1.912], [-0.971, 1.834, 1.787], [1.389, -0.964, -0.347], [-2.205, -1.200, -0.109], [0.431, 0.622, -0.843], [-0.016, -0.061, 0.303], [0.657, 0.129, 0.294], [-0.555, -0.343, -0.213], [0.138, 0.283, 0.522], [-0.372, 0.596, 0.760], [0.246, 0.186, 0.660], [0.254, 0.113, 0.141], [-0.087, -0.036, -0.235], [0.469, 0.078, -0.262], [-5.113, 1.266, -0.389], [-1.261, 0.688, -0.417], [7.513, 0.263, 0.284], [0.099, -1.682, 0.809], [-0.555, -0.090, -0.039], [-0.226, -0.083, -0.238], [-0.757, -0.575, -0.246], [0.156, 0.155, 0.112], [-1.072, 0.344, 0.679], [0.792, 0.787, 0.003], [3.516, 3.513, 1.778], [-2.363, -3.882, -2.120], [-0.190, -0.191, -0.209], [-0.080, -0.080, 0.006], [0.341, -0.048, 0.170], [-0.823, -0.330, -0.469], [-2.427, -2.655, 0.291], [-1.654, -1.612, 0.046], [0.657, 4.480, -1.529], [2.755, -1.139, 0.949], [-0.920, 1.019, -0.407], [0.590, 0.387, 0.092], [0.378, 0.064, 0.415], [0.471, -0.718, 0.143], [0.503, -0.072, 1.546], [1.066, -0.677, -0.773], [3.177, 3.213, -2.243], [-4.524, -3.585, 1.700], [0.908, 0.091, -0.117], [-0.449, 1.621, -0.685], [-0.665, 0.272, -0.077], [-0.253, -0.946, 0.501]], "s_squared": 0.755, "e_homo_ev": [-7.322, -8.313], "multiplicity": 2}